This record from OMol25 describes a molecular structure, ClFe2. The level of theory is the ωB97M-V functional and the def2-TZVPD basis.

Structure (XYZ):
```
3
Properties=species:S:1:pos:R:3
Fe 6.28 -22.98 -21.44
Fe 3.12 -23.26 -24.68
Cl 5.09 -22.74 -23.51
```

Values from the calculation:
2S+1 = 9
Energy above the lowest of the compared OMol25 structures with the same formula, charge and spin = 0.00 kJ/mol
E = -81256.891 eV
HOMO energy (spin up / spin down) = -26.62 / -26.49 eV
<S²> = 20.009
Net charge = +3

Charges in e, computed with Mulliken, in the same order as the atoms:
1. Fe 1.518
2. Fe 1.489
3. Cl -0.007